1.
The following is a DFT calculation (ωB97M-V/def2-TZVPD) of a structure of composition C17H32NO5PRuSe in a non-equilibrium geometry.

Geometry as XYZ:
```
58
Properties=species:S:1:pos:R:3
Ru -0.67 0.38 0.69
O -0.52 -1.53 1.86
C -0.23 -1.36 3.25
C 1.24 -1.00 3.41
C 1.60 0.30 2.65
C 0.74 1.47 3.06
C 1.08 2.33 4.09
C 0.25 3.41 4.35
C -0.91 3.58 3.60
C -1.20 2.67 2.61
N -0.38 1.66 2.35
H -1.45 -1.82 1.80
H -0.43 -2.31 3.77
H -0.87 -0.58 3.69
H 1.86 -1.81 3.01
H 1.46 -0.89 4.47
H 1.45 0.12 1.55
H 2.65 0.52 2.81
H 1.99 2.18 4.65
H 0.51 4.13 5.12
H -1.57 4.42 3.76
H -2.09 2.75 2.00
C -1.71 -1.47 -3.45
C -0.80 -0.32 -3.09
C -1.51 1.02 -3.11
P 0.06 -0.53 -1.44
C 1.62 0.54 -1.50
C 1.34 1.96 -0.96
C 2.32 0.69 -2.85
C 0.67 -2.29 -1.25
C -0.44 -3.33 -1.10
C 1.63 -2.63 -2.38
H -2.33 -1.21 -4.31
H -2.40 -1.69 -2.63
H -1.15 -2.37 -3.70
H 0.06 -0.29 -3.77
H -2.36 1.03 -2.43
H -1.91 1.22 -4.10
H -0.85 1.85 -2.84
H 2.31 0.03 -0.80
H 0.99 2.61 -1.76
H 2.25 2.39 -0.56
H 0.56 1.99 -0.17
H 1.72 1.24 -3.56
H 2.60 -0.27 -3.29
H 3.24 1.26 -2.70
H 1.23 -2.24 -0.30
H -0.74 -3.74 -2.05
H -1.32 -2.92 -0.61
H -0.06 -4.16 -0.49
H 1.20 -2.44 -3.36
H 1.86 -3.69 -2.34
H 2.57 -2.09 -2.30
O -2.09 1.51 -0.23
Se -3.20 0.23 0.12
O -4.65 0.46 -0.32
O -2.85 0.03 1.68
O -2.39 -0.99 -0.60
```

Computed properties:
- E_tot: -3934.79591 Ha
- Molecular weight: 541.45 g mol⁻¹
- Net charge: +2
- HOMO level (alpha / beta): -16.46 / -16.46 eV
- Orbital gap (alpha / beta): 0.2405 / 0.2383 hartree

2.
The following is a DFT calculation (ωB97M-V/def2-TZVPD) of a cluster of 4 separate species, C17H32NO7S2 in total.

Geometry as XYZ:
```
59
Properties=species:S:1:pos:R:3
C 1.43 6.49 1.38
C 0.36 5.50 0.93
S 0.84 3.75 0.65
C 2.65 3.82 0.69
S 3.19 2.13 0.70
N 4.81 2.35 1.01
C 3.20 1.71 -1.14
O 4.48 1.59 -1.58
C 4.97 2.62 -2.44
H 1.13 7.49 1.06
H 2.41 6.31 0.95
H 1.52 6.52 2.47
H -0.13 5.85 0.02
H -0.41 5.43 1.70
H 3.07 4.35 -0.17
H 3.01 4.27 1.61
H 4.93 2.91 1.85
H 5.27 1.45 1.12
H 2.62 2.52 -1.60
H 2.64 0.79 -1.19
H 4.54 3.59 -2.19
H 4.74 2.37 -3.48
H 6.05 2.66 -2.31
O 0.58 0.41 -0.09
C 0.18 -0.67 -0.47
O -1.00 -1.15 -0.06
C -1.22 -2.48 -0.58
C -0.32 -2.57 -1.80
C 0.84 -1.66 -1.41
H -0.95 -3.20 0.20
H -2.28 -2.60 -0.80
H -0.04 -3.59 -2.04
H -0.83 -2.16 -2.67
H 1.61 -2.19 -0.85
H 1.30 -1.14 -2.25
O -5.31 2.64 2.96
C -4.39 2.10 2.42
O -4.02 0.82 2.69
C -2.83 0.48 1.97
C -2.76 1.45 0.80
C -3.44 2.69 1.38
H -1.98 0.60 2.65
H -2.89 -0.56 1.67
H -1.75 1.61 0.44
H -3.36 1.06 -0.03
H -2.73 3.34 1.91
H -3.99 3.28 0.66
O -3.94 -5.07 -1.08
C -3.06 -5.85 -0.87
O -1.78 -5.44 -0.69
C -0.90 -6.58 -0.55
C -1.81 -7.72 -0.09
C -3.13 -7.36 -0.76
H -0.44 -6.78 -1.52
H -0.13 -6.33 0.17
H -1.42 -8.70 -0.36
H -1.92 -7.69 0.99
H -3.21 -7.77 -1.78
H -4.01 -7.66 -0.20
```

Computed properties:
- E_tot: -2044.51034 Ha
- Molecular weight: 426.58 g mol⁻¹
- Net charge: +1
- HOMO level: -11.59 eV
- Relative energy (zero: lowest compared OMol25 entry of this formula, charge and spin): 0.0 kcal/mol
- Orbital gap: 0.3159 hartree

3.
The following is a DFT calculation (ωB97M-V/def2-TZVPD) of a structure of composition C17H33AsNPtS4Si in a non-equilibrium geometry.

Geometry as XYZ:
```
58
Properties=species:S:1:pos:R:3
Pt 0.74 -0.56 0.53
C 2.86 2.04 0.61
C 3.79 1.05 1.24
S 3.28 -0.68 0.91
C 3.38 -1.46 2.52
C 2.42 -0.93 3.56
S 0.71 -0.88 2.93
C 0.22 0.80 3.41
C 1.03 1.94 2.82
S 1.10 1.86 1.01
H 2.88 1.94 -0.48
H 3.14 3.06 0.85
H 3.89 1.17 2.32
H 4.78 1.16 0.79
H 4.41 -1.36 2.87
H 3.20 -2.51 2.32
H 2.68 0.06 3.92
H 2.41 -1.61 4.42
H 0.25 0.84 4.51
H -0.83 0.87 3.12
H 2.04 1.99 3.21
H 0.53 2.88 3.08
C -4.04 2.08 0.51
Si -3.88 1.86 -1.34
C -3.74 3.57 -2.06
C -5.25 0.87 -2.07
C -2.18 1.07 -1.81
C -1.70 1.16 -3.12
C -0.43 0.69 -3.48
C 0.38 0.14 -2.53
N -0.08 0.02 -1.26
C -1.31 0.44 -0.94
S -1.54 -0.02 0.73
H -4.88 2.75 0.68
H -3.15 2.54 0.95
H -4.25 1.15 1.04
H -4.63 4.14 -1.79
H -3.69 3.54 -3.15
H -2.86 4.10 -1.69
H -6.20 1.35 -1.85
H -5.29 -0.15 -1.67
H -5.16 0.79 -3.16
H -2.33 1.60 -3.88
H -0.08 0.77 -4.50
H 1.39 -0.20 -2.74
C -0.15 -3.24 -1.88
As 1.16 -2.74 -0.57
C 0.97 -4.14 0.74
C 2.87 -3.06 -1.42
H 0.07 -4.28 -2.14
H -0.08 -2.63 -2.78
H -1.15 -3.17 -1.46
H 1.30 -5.08 0.28
H -0.08 -4.22 1.02
H 1.56 -3.95 1.63
H 2.66 -3.45 -2.41
H 3.40 -3.81 -0.83
H 3.49 -2.17 -1.50
```

Computed properties:
- E_tot: -4958.73645 Ha
- Molecular weight: 677.81 g mol⁻¹
- Net charge: +3
- HOMO level: -17.44 eV
- Relative energy (zero: lowest compared OMol25 entry of this formula, charge and spin): 25.0 kcal/mol
- Orbital gap: 0.2283 hartree

4.
The following is a DFT calculation (ωB97M-V/def2-TZVPD) of a structure of composition C17H33Cl3NO9P2RhSi3.

Geometry as XYZ:
```
69
Properties=species:S:1:pos:R:3
Rh 0.07 -0.79 0.23
O 2.70 -0.87 0.14
P 2.55 -2.24 1.02
O 3.65 -3.18 0.79
O 1.09 -2.63 0.77
O 2.59 -1.63 2.51
P 1.33 -1.53 3.53
O 0.69 -2.99 3.48
O 1.78 -1.16 4.87
O 0.36 -0.60 2.77
H 2.99 -1.12 -0.76
H 0.52 -3.22 2.54
C -1.30 -0.35 4.77
Si -1.26 0.27 2.93
C -2.58 -0.85 2.15
C -2.09 1.96 3.44
C -0.54 1.15 1.24
C -1.53 1.44 0.20
C -2.27 2.61 0.00
C -3.14 2.70 -1.07
C -3.28 1.62 -1.95
C -2.52 0.50 -1.70
N -1.68 0.41 -0.67
Si 0.87 2.36 1.28
C 2.17 1.92 2.55
C 0.32 4.15 1.66
C 1.70 2.51 -0.41
H -2.30 -0.14 5.17
H -0.57 0.15 5.41
H -1.12 -1.42 4.87
H -3.14 -1.36 2.95
H -2.17 -1.63 1.50
H -3.29 -0.27 1.55
H -2.82 1.85 4.25
H -2.56 2.49 2.62
H -1.29 2.61 3.83
H -2.15 3.44 0.68
H -3.71 3.61 -1.23
H -3.94 1.65 -2.80
H -2.56 -0.36 -2.35
H 1.76 1.76 3.55
H 2.89 2.74 2.60
H 2.71 1.01 2.27
H -0.34 4.21 2.53
H -0.18 4.60 0.81
H 1.21 4.75 1.88
H 2.22 1.60 -0.68
H 2.43 3.33 -0.40
H 0.96 2.74 -1.18
C 1.83 -1.56 -5.08
Si 0.45 -1.19 -3.89
C -1.20 -1.67 -4.61
C 0.61 0.60 -3.39
H 1.66 -0.95 -5.98
H 1.82 -2.61 -5.35
H 2.79 -1.28 -4.66
H -1.53 -1.00 -5.41
H -1.99 -1.74 -3.86
H -1.05 -2.68 -5.02
H 0.20 1.25 -4.17
H 1.67 0.84 -3.30
H 0.13 0.86 -2.45
Cl -0.21 -4.78 -1.57
C 1.36 -4.25 -1.85
Cl 0.64 -4.84 -5.03
Cl 2.63 -5.32 -1.64
C 1.64 -2.88 -2.21
O 2.76 -2.41 -2.22
O 0.55 -2.14 -2.48
```

Computed properties:
- E_tot: -4442.26906 Ha
- Molecular weight: 750.92 g mol⁻¹
- Net charge: -2
- HOMO level (alpha / beta): -2.32 / -3.01 eV
- Relative energy (zero: lowest compared OMol25 entry of this formula, charge and spin): 35.2 kcal/mol
- 2S+1: 5
- Orbital gap (alpha / beta): 0.2379 / 0.2529 hartree

5.
The following is a DFT calculation (ωB97M-V/def2-TZVPD) of a cluster of 3 separate species, C17H33NO5 in total.

Geometry as XYZ:
```
56
Properties=species:S:1:pos:R:3
C 3.54 -0.45 3.74
O 3.88 -0.79 2.40
C 2.94 -1.23 1.53
O 3.31 -1.61 0.45
C 1.50 -1.23 1.98
C 0.51 -1.38 0.84
C -0.93 -1.59 1.35
C -1.87 -0.54 0.76
N -3.14 -0.43 1.50
C -3.56 0.97 1.64
C -4.20 -1.19 0.87
C -4.66 -2.41 1.62
O -4.69 -0.86 -0.17
H 2.96 -1.25 4.22
H 4.48 -0.34 4.26
H 2.98 0.48 3.79
H 1.37 -2.05 2.69
H 1.29 -0.31 2.55
H 0.82 -2.22 0.22
H 0.54 -0.49 0.21
H -1.28 -2.59 1.10
H -0.98 -1.50 2.44
H -2.07 -0.76 -0.30
H -1.36 0.42 0.78
H -2.80 1.50 2.21
H -3.70 1.48 0.68
H -4.50 1.02 2.20
H -4.03 -2.63 2.47
H -4.69 -3.26 0.94
H -5.69 -2.24 1.96
C 1.94 -1.85 -4.84
C 2.68 -2.07 -3.52
C 2.02 -1.04 -2.62
O 0.67 -0.91 -3.09
C 0.53 -1.56 -4.35
H 1.99 -2.70 -5.52
H 2.35 -0.98 -5.36
H 2.49 -3.08 -3.14
H 3.76 -1.93 -3.59
H 2.51 -0.07 -2.71
H 2.01 -1.33 -1.58
H -0.04 -2.49 -4.22
H -0.03 -0.91 -5.02
C 0.95 4.36 0.11
C -0.21 4.43 -0.89
C -0.70 2.99 -0.88
O -0.47 2.50 0.44
C 0.39 3.39 1.15
H 1.22 5.32 0.54
H 1.83 3.93 -0.37
H -0.98 5.10 -0.52
H 0.10 4.76 -1.88
H -0.15 2.37 -1.60
H -1.77 2.90 -1.10
H -0.19 3.92 1.91
H 1.17 2.81 1.65
```

Computed properties:
- E_tot: -1098.45926 Ha
- Molecular weight: 331.45 g mol⁻¹
- HOMO level: -8.72 eV
- Relative energy (zero: lowest compared OMol25 entry of this formula, charge and spin): 0.0 kcal/mol
- Orbital gap: 0.3427 hartree
- Structure (SMILES): COC(=O)CCCCN(C)C(C)=O.C1CCOC1.C1CCOC1

6.
The following is a DFT calculation (ωB97M-V/def2-TZVPD) of a cluster of 2 separate species, C17H34BF4N in total.

Geometry as XYZ:
```
57
Properties=species:S:1:pos:R:3
C 1.27 -2.65 2.38
C 2.61 -1.92 2.44
C 3.49 -2.13 1.21
C 2.85 -1.75 -0.13
C 2.18 -0.37 -0.11
C 2.10 0.32 -1.48
C 1.97 1.85 -1.43
C 1.19 2.41 -0.24
C -0.33 2.29 -0.42
C -1.11 2.15 0.88
C -1.16 0.75 1.51
C -2.52 0.08 1.27
C -2.89 -0.08 -0.23
C -2.08 -1.10 -0.93
N -1.29 -0.84 -1.91
C -0.71 -2.03 -2.55
C -0.89 -3.09 -1.46
C -2.06 -2.56 -0.62
H 0.88 -2.84 3.38
H 1.37 -3.61 1.87
H 0.51 -2.06 1.85
H 2.44 -0.85 2.62
H 3.16 -2.28 3.31
H 3.79 -3.19 1.18
H 4.41 -1.55 1.33
H 3.62 -1.76 -0.91
H 2.11 -2.51 -0.41
H 2.72 0.29 0.58
H 1.17 -0.49 0.29
H 1.26 -0.11 -2.06
H 3.00 0.06 -2.04
H 2.96 2.30 -1.50
H 1.44 2.18 -2.33
H 1.43 3.47 -0.14
H 1.49 1.94 0.70
H -0.54 1.46 -1.11
H -0.70 3.18 -0.93
H -2.12 2.54 0.75
H -0.65 2.85 1.58
H -0.34 0.13 1.14
H -1.03 0.79 2.60
H -2.61 -0.87 1.80
H -3.30 0.74 1.68
H -2.81 0.89 -0.73
H -3.93 -0.40 -0.30
H -1.12 0.11 -2.22
H -1.32 -2.27 -3.43
H 0.30 -1.86 -2.90
H -1.09 -4.06 -1.91
H 0.00 -3.17 -0.84
H -3.02 -3.01 -0.89
H -1.91 -2.70 0.45
B -2.83 5.09 -0.12
F -3.96 5.91 -0.17
F -2.32 5.00 1.19
F -3.19 3.77 -0.53
F -1.82 5.55 -0.98
```

Computed properties:
- E_tot: -1147.41280 Ha
- Molecular weight: 339.27 g mol⁻¹
- HOMO level: -10.12 eV
- Orbital gap: 0.3268 hartree